Molecular formula: C43H89F24N7O10
Method: DFT, the ωB97M-V functional and the def2-TZVPD basis

SMILES: FC(F)C(F)(F)COC(F)(F)C(F)F.FC(F)C(F)(F)COC(F)(F)C(F)F.FC(F)C(F)(F)COC(F)(F)C(F)F.COC[C@H](C)N.COC[C@H](C)N.COC[C@H](C)N.COC[C@H](C)N.COC[C@H](C)N.COC[C@H](C)N.COC[C@H](C)N
HOMO-LUMO gap: 9.345 eV
HOMO: -0.325 hartree
Energy: -142154.4474 eV

Geometry (Å):
C (13.60806, 13.82379, 22.12591)
H (10.47634, 13.17662, 22.86766)
F (16.75331, 6.58848, 20.19201)
C (16.53315, 12.49757, 10.68716)
C (10.84169, 15.75056, 24.38574)
H (14.60326, 16.83964, 19.00978)
F (24.08766, 19.44896, 18.72110)
H (17.50579, 16.28934, 14.68433)
H (17.53264, 10.94480, 14.31730)
H (10.94312, 16.82921, 24.80227)
H (12.29238, 17.60095, 22.11654)
H (12.39925, 16.45050, 19.33829)
H (21.48702, 10.43510, 16.98301)
H (9.69144, 18.59766, 18.02859)
H (21.59772, 20.18251, 15.03870)
H (19.20557, 17.85040, 13.26038)
H (20.47045, 14.09884, 16.36672)
O (12.50993, 18.34328, 20.19088)
H (13.46068, 13.32518, 14.89752)
F (17.18026, 11.65632, 11.46124)
H (15.19668, 15.75393, 20.16015)
O (20.24239, 18.02594, 11.44238)
O (16.67024, 10.74381, 19.51445)
C (12.59172, 13.21900, 23.06840)
F (19.19568, 18.40721, 15.51571)
F (14.49469, 11.26472, 10.67003)
H (18.34492, 12.43852, 14.17158)
H (21.94637, 11.09887, 15.31815)
C (15.64192, 8.53133, 19.68334)
N (10.68988, 18.87885, 17.90804)
H (17.52923, 15.56308, 18.85997)
N (17.31202, 17.40565, 19.72008)
C (22.90502, 20.02909, 16.73966)
O (20.62564, 19.53352, 16.82828)
H (18.28896, 19.55850, 18.03505)
F (16.69787, 12.14260, 9.35982)
C (16.72682, 16.89802, 17.33682)
H (13.76454, 17.15677, 21.24777)
C (17.66132, 11.86361, 16.19646)
C (11.82431, 17.29224, 19.46247)
H (10.82986, 19.58392, 18.63905)
H (11.95585, 16.20093, 14.46456)
O (12.51117, 14.82079, 15.81982)
H (14.43099, 12.89062, 8.82403)
C (12.43366, 13.96540, 24.36402)
H (11.51340, 13.74365, 18.10478)
F (14.65827, 12.92855, 12.11531)
C (14.95708, 12.51902, 10.85960)
C (16.28255, 11.90513, 20.10442)
H (12.80468, 14.78424, 13.74815)
C (14.19946, 15.72217, 10.18265)
F (15.19531, 8.51992, 20.95410)
H (22.96066, 15.20455, 17.85125)
H (15.65564, 9.73298, 17.99869)
F (14.10537, 15.78627, 11.53913)
H (14.61284, 10.42806, 19.30110)
C (13.07146, 17.94386, 21.42848)
C (22.98734, 19.11811, 18.06070)
C (23.96294, 15.47347, 15.37891)
C (22.44509, 14.67527, 17.02587)
H (18.95390, 11.03863, 17.63216)
N (11.30510, 13.25566, 22.30946)
C (18.38795, 20.09647, 17.12692)
H (21.19596, 15.62058, 14.40314)
F (22.83947, 21.27129, 17.17328)
H (13.17666, 13.69928, 18.59518)
H (14.57496, 13.90446, 22.61266)
C (17.45934, 12.77855, 20.39193)
F (17.38812, 7.68586, 18.42835)
F (16.88214, 13.78771, 21.22518)
C (15.33431, 16.00789, 19.13341)
F (19.49755, 20.51830, 15.08503)
C (15.55757, 9.87203, 19.05373)
H (13.60749, 18.80917, 21.75864)
N (20.26711, 15.49820, 13.97764)
F (15.45595, 12.61735, 19.24124)
H (21.09398, 15.79504, 12.10725)
H (17.74317, 17.18804, 17.05234)
F (14.85712, 7.72436, 18.92778)
H (14.36446, 14.07579, 16.32296)
C (11.61797, 17.74684, 17.98211)
C (20.15408, 17.51448, 12.69660)
H (11.35032, 12.48976, 21.58973)
H (21.32263, 12.85324, 18.33017)
N (17.74412, 13.14551, 16.92311)
C (16.96593, 7.83406, 19.72749)
C (12.76252, 15.49642, 14.60435)
H (21.04801, 14.09129, 19.31008)
H (17.11959, 13.90990, 16.70124)
H (22.14511, 19.21134, 18.72963)
H (13.33819, 13.80378, 25.05341)
H (20.97374, 17.86085, 13.32147)
H (15.86646, 15.70049, 14.39380)
F (15.91970, 17.27819, 10.33937)
H (12.83541, 12.14230, 23.22354)
H (16.94250, 11.11727, 16.52118)
O (20.03199, 11.48908, 15.86894)
H (14.86987, 15.22455, 18.53918)
F (12.86287, 15.69061, 9.75472)
H (16.17312, 17.32555, 15.04301)
H (13.26338, 13.45316, 10.05076)
O (22.62531, 15.39636, 15.80650)
H (20.26027, 19.90490, 10.59892)
H (17.96664, 13.21546, 19.51056)
C (20.93468, 14.52312, 17.25178)
O (12.17375, 15.35369, 24.26022)
H (10.90070, 17.04071, 19.98461)
C (20.38272, 19.42545, 11.54712)
H (19.67896, 19.91829, 12.19887)
H (18.09799, 15.67007, 12.53881)
F (14.93892, 17.11257, 8.36751)
H (11.80604, 12.28799, 16.21184)
O (14.86995, 14.61999, 9.71464)
H (18.70820, 13.51102, 16.88600)
H (14.62678, 11.91327, 17.02120)
H (13.70158, 15.99304, 14.68822)
C (14.74583, 17.09340, 9.67523)
H (23.95833, 15.73055, 14.34238)
H (16.01645, 17.75689, 17.18791)
C (16.72903, 16.37461, 18.77710)
H (21.93732, 18.51974, 15.57227)
H (13.66386, 10.78264, 16.16906)
H (20.35122, 16.28406, 18.43807)
F (23.11050, 17.81438, 17.73102)
H (10.23854, 15.21949, 25.14824)
H (13.70995, 13.34236, 21.16937)
H (21.42424, 19.66549, 11.90672)
C (20.21511, 15.85950, 17.42937)
F (15.63141, 11.61523, 21.18977)
C (16.50336, 16.27267, 15.05513)
F (18.78098, 21.35689, 17.48176)
H (14.09253, 17.94525, 9.89138)
H (11.23691, 16.81972, 17.52347)
C (20.19752, 15.98431, 12.62871)
C (21.77384, 19.57711, 15.90235)
F (18.42371, 12.17078, 21.08000)
C (17.49528, 11.99410, 14.71917)
H (11.58346, 13.51757, 24.91960)
H (13.61951, 18.74848, 17.82700)
N (13.72894, 11.45541, 16.96506)
H (20.48456, 16.53170, 16.61527)
C (21.14979, 10.66483, 15.90356)
N (20.80139, 13.69480, 18.39707)
H (12.14810, 12.28835, 18.80090)
C (18.98800, 15.45417, 11.91310)
H (20.80553, 9.66508, 15.56460)
C (18.91880, 10.98470, 16.54156)
F (23.99745, 19.83511, 16.02419)
H (17.41967, 16.94645, 20.63158)
H (17.74913, 8.27228, 20.37165)
H (16.72636, 18.23692, 19.85046)
H (19.17763, 14.43546, 11.61318)
H (24.43295, 14.51131, 15.51011)
C (13.33963, 13.69315, 15.91525)
C (12.37840, 13.10278, 18.12245)
C (12.74233, 12.55629, 16.79501)
H (12.59300, 18.54682, 16.31182)
H (18.90623, 16.03478, 11.03408)
H (18.74116, 9.95992, 16.15482)
H (16.87196, 13.53943, 10.76559)
C (12.90607, 18.08362, 17.21592)
C (19.44831, 19.58143, 16.09906)
F (17.27695, 20.17685, 16.42382)
H (13.53446, 17.26320, 17.02309)
H (24.56710, 16.25755, 15.82030)
H (13.27691, 14.83316, 21.91915)
O (16.36021, 15.84716, 16.33957)
H (19.17670, 15.63539, 17.46495)
H (16.68151, 12.56265, 14.25307)
C (14.31720, 13.35950, 9.80154)
H (10.33259, 15.68609, 23.38818)
H (20.05340, 14.50713, 13.94870)
H (22.88239, 13.68120, 16.94881)